{
  "formula": "C22H43BrN3NaO5SSi",
  "method": "the ωB97M-V functional and the def2-TZVPD basis",
  "elements": ["Na", "O", "C", "C", "N", "C", "C", "O", "O", "C", "C", "O", "O", "H", "H", "H", "H", "H", "H", "H", "H", "H", "C", "C", "C", "C", "Si", "Br", "C", "C", "C", "C", "C", "C", "C", "C", "H", "H", "H", "H", "H", "H", "H", "H", "H", "H", "H", "H", "H", "H", "H", "H", "H", "H", "H", "H", "H", "H", "H", "H", "H", "H", "H", "C", "N", "C", "C", "N", "C", "S", "H", "H", "H", "H", "H", "H", "H"],
  "coordinates": [[0.000, 0.000, 0.000], [0.818, 0.880, -1.578], [1.652, -0.192, -1.985], [0.966, -1.547, -1.790], [0.609, -1.722, -0.397], [-0.655, -2.412, -0.126], [-1.867, -1.631, -0.712], [-2.900, -2.348, -0.924], [-1.694, -0.405, -0.966], [1.708, -2.079, 0.506], [1.826, -1.065, 1.683], [2.440, -1.532, 2.700], [1.390, 0.105, 1.492], [0.240, 1.057, -2.181], [2.583, -0.131, -1.412], [1.913, -0.048, -3.040], [1.615, -2.360, -2.137], [0.084, -1.564, -2.439], [-0.832, -2.480, 0.954], [-0.631, -3.429, -0.533], [2.676, -2.061, -0.009], [1.584, -3.097, 0.896], [-2.350, 5.380, -0.997], [-1.726, 4.953, -2.345], [-2.129, 5.979, -3.424], [-0.188, 4.996, -2.165], [-2.345, 3.060, -2.858], [-1.250, 1.630, -1.523], [-1.832, 2.581, -4.793], [-0.390, 3.045, -5.100], [-1.869, 1.047, -5.005], [-2.792, 3.246, -5.800], [-4.353, 2.785, -2.505], [-5.182, 3.948, -3.089], [-4.838, 1.462, -3.141], [-4.633, 2.687, -0.984], [-1.941, 6.342, -0.666], [-2.147, 4.650, -0.206], [-3.432, 5.513, -1.073], [-1.866, 6.996, -3.110], [-3.204, 5.969, -3.622], [-1.614, 5.798, -4.372], [0.143, 6.010, -1.912], [0.349, 4.705, -3.070], [0.147, 4.340, -1.354], [0.328, 2.650, -4.373], [-0.306, 4.134, -5.112], [-0.073, 2.698, -6.092], [-1.146, 0.528, -4.366], [-1.617, 0.794, -6.042], [-2.854, 0.619, -4.806], [-2.836, 4.331, -5.674], [-3.810, 2.858, -5.711], [-2.468, 3.052, -6.830], [-4.997, 4.091, -4.157], [-4.968, 4.894, -2.585], [-6.255, 3.759, -2.967], [-4.808, 1.500, -4.233], [-5.880, 1.258, -2.866], [-4.240, 0.608, -2.807], [-4.319, 3.580, -0.441], [-4.129, 1.826, -0.532], [-5.706, 2.562, -0.797], [-0.992, -1.128, 5.365], [-2.048, -1.655, 4.533], [-3.151, -2.342, 5.003], [-3.925, -2.684, 3.964], [-3.341, -2.227, 2.811], [-2.143, -1.565, 3.128], [-1.127, -0.863, 2.031], [-1.184, -1.347, 6.419], [-0.931, -0.045, 5.220], [-0.043, -1.578, 5.062], [-3.305, -2.540, 6.053], [-4.858, -3.225, 3.959], [-3.698, -2.337, 1.872], [-0.103, 1.570, 1.020]],
  "lumo_energy_ev": [3.87, 3.87],
  "total_charge": -2,
  "spin_multiplicity": 1,
  "e_homo_ev": [1.429, 1.429]
}